A structure of composition C6H12N2, computed with the ωB97M-V functional and the def2-TZVPD basis.

Last column: Mulliken charge in e.
Geometry (Å):
C  0.832  0.839  -1.272  -1.3168
C  -0.102  -1.893  -0.740  -1.5385
C  0.003  0.739  -0.046  1.4341
C  0.634  -0.747  -0.077  0.7186
N  0.317  1.590  1.096  -0.7609
N  -2.265  1.202  0.630  -0.3853
C  -1.413  0.555  -0.178  -0.6845
C  1.653  -1.025  0.780  -1.2841
H  1.128  2.155  0.883  0.3214
H  0.516  1.032  1.919  0.2709
H  -1.861  1.872  1.274  0.2301
H  -3.248  1.003  0.647  0.2119
H  1.901  0.778  -1.210  0.4499
H  0.361  0.902  -2.240  0.3025
H  -1.832  -0.079  -0.941  0.3259
H  0.619  -2.674  -0.984  0.4562
H  -0.584  -1.607  -1.674  0.3395
H  -0.852  -2.328  -0.074  0.3009
H  1.973  -2.050  0.914  0.2997
H  2.219  -0.263  1.295  0.3084

The HOMO energy (alpha / beta) is -6.275 / -5.537 eV. The value obtained for the gap between HOMO and LUMO (alpha / beta) is 7.206 / 5.904 eV. As for the LUMO energy (alpha / beta): 0.931 / 0.367 eV. The energy above the lowest of the compared OMol25 structures with the same formula, charge and spin comes out at 435.9 kJ/mol.

***

A structure of composition C30H62O22Zn at a distorted geometry, computed with the ωB97M-V functional and the def2-TZVPD basis.

Last column: Mulliken charge in e.
Geometry (Å):
Zn  -0.206  -0.031  0.417  0.4386
O  -0.684  -1.790  0.850  1.7038
H  -1.499  -2.328  0.886  -1.3879
O  0.036  1.841  -0.085  1.3964
H  0.470  2.443  -0.721  -1.0211
C  -0.975  -4.205  -1.351  0.0566
O  -1.267  -4.453  -2.732  -0.3417
C  -2.360  -4.036  -3.384  0.7983
O  -3.297  -3.440  -2.835  -0.6075
O  -2.190  -4.360  -4.693  -0.3420
C  -3.339  -4.300  -5.543  -0.7267
H  -0.796  -3.140  -1.207  -0.1871
H  -0.077  -4.679  -0.955  -0.2878
H  -1.797  -4.344  -0.650  0.5783
H  -3.332  -3.460  -6.238  0.2866
H  -4.293  -4.362  -5.020  0.3316
H  -3.233  -5.139  -6.230  0.2692
C  3.862  -2.030  0.450  -0.3192
O  4.076  -0.815  1.179  -0.3951
C  3.030  0.001  1.379  0.2758
O  1.884  -0.187  1.024  -0.7875
O  3.469  1.064  2.095  -0.4773
C  2.546  1.957  2.645  0.3350
H  3.801  -1.925  -0.633  0.2755
H  3.047  -2.679  0.769  -0.0077
H  4.605  -2.756  0.780  0.3311
H  1.958  1.357  3.339  -0.3074
H  1.902  2.360  1.863  -0.2821
H  3.055  2.767  3.168  0.3190
C  -3.998  -1.808  -0.295  -0.2985
O  -4.338  -0.624  0.366  -0.4478
C  -3.417  0.339  0.434  0.3190
O  -2.281  0.265  -0.041  0.1226
O  -3.986  1.357  1.106  -0.4935
C  -3.245  2.607  1.285  -0.0727
H  -3.480  -1.566  -1.224  0.1653
H  -4.845  -2.469  -0.479  0.4061
H  -3.313  -2.420  0.292  -0.0083
H  -2.700  2.877  0.380  0.0681
H  -2.569  2.496  2.132  -0.2846
H  -3.849  3.433  1.660  0.4526
C  1.430  -4.200  2.339  0.1277
O  1.283  -5.556  1.909  -0.4135
C  1.687  -5.929  0.660  0.9201
O  2.201  -5.148  -0.230  -0.5965
O  1.654  -7.241  0.702  -0.3330
C  2.359  -7.919  -0.252  -0.7106
H  1.239  -3.543  1.491  -0.4668
H  2.473  -4.053  2.619  0.5440
H  0.669  -3.949  3.078  -0.0142
H  3.399  -8.043  0.051  0.2875
H  2.341  -7.387  -1.203  0.3331
H  1.894  -8.890  -0.425  0.2461
C  2.240  3.914  -1.850  -0.4442
O  3.426  4.681  -1.637  -0.2311
C  4.546  4.454  -2.386  0.6381
O  4.775  3.417  -3.025  -0.5545
O  5.386  5.547  -2.126  -0.2964
C  6.563  5.642  -2.845  -0.6738
H  2.046  3.784  -2.915  0.3194
H  1.429  4.474  -1.386  0.0262
H  2.276  2.921  -1.403  0.2600
H  6.345  5.990  -3.854  0.2929
H  7.136  4.715  -2.840  0.2962
H  7.227  6.426  -2.482  0.2503
C  1.116  -1.882  -3.363  -1.3967
C  0.311  -0.849  -2.672  0.5560
O  0.446  -0.588  -1.481  0.2890
C  -0.671  -0.074  -3.555  -0.4585
H  1.659  -2.460  -2.615  0.1698
H  1.787  -1.322  -4.014  0.4471
H  0.585  -2.617  -3.969  0.3002
H  -1.366  -0.804  -3.972  0.3004
H  -0.212  0.525  -4.341  0.3964
H  -1.101  0.636  -2.848  -0.4761
C  -0.987  1.698  4.521  -1.2763
C  -0.497  0.565  3.654  0.3770
O  -0.595  0.565  2.402  0.4453
C  0.283  -0.586  4.316  -0.6975
H  -0.179  2.108  5.127  0.4238
H  -1.822  1.325  5.115  0.3614
H  -1.349  2.558  3.958  -0.0523
H  0.219  -1.446  3.649  -0.2174
H  -0.017  -0.853  5.329  0.4537
H  1.337  -0.312  4.354  0.3900
C  -2.827  -2.384  3.588  -0.7996
C  -2.075  -3.712  3.443  0.6364
O  -1.499  -4.242  4.360  -0.6013
C  -2.186  -4.490  2.100  0.1060
H  -2.589  -1.757  2.729  -0.2691
H  -2.646  -1.847  4.519  0.3438
H  -3.874  -2.670  3.497  0.4775
H  -1.727  -5.475  2.187  0.4506
H  -1.814  -3.891  1.268  -0.7249
H  -3.237  -4.604  1.836  0.5085
C  -1.780  5.345  -1.713  -0.5974
C  -2.459  4.445  -2.773  0.3742
O  -3.580  4.759  -3.251  -0.6314
C  -1.681  3.273  -3.250  -0.2356
H  -2.400  6.185  -1.398  0.3854
H  -0.820  5.735  -2.050  0.3662
H  -1.549  4.772  -0.815  -0.0355
H  -2.346  2.668  -3.867  0.3707
H  -1.260  2.717  -2.412  -0.3772
H  -0.820  3.797  -3.664  0.3195
C  -0.262  4.649  2.632  -0.1540
C  0.743  5.658  2.184  0.5676
O  1.939  5.549  2.469  -0.6037
C  0.258  6.802  1.299  -1.0502
H  0.065  3.702  2.203  -0.2494
H  -1.210  4.888  2.149  0.1628
H  -0.295  4.707  3.719  0.4437
H  1.126  7.415  1.058  0.3667
H  -0.447  7.415  1.860  0.3872
H  -0.103  6.485  0.321  0.0738

The HOMO energy is -8.361 eV. The value obtained for the gap between HOMO and LUMO is 8.802 eV. As for the LUMO energy: 0.441 eV.

***

A structure of composition C44H44N10OS at a distorted geometry, computed with the ωB97M-V functional and the def2-TZVPD basis.

Last column: Mulliken charge in e.
Geometry (Å):
C  2.861  -5.153  1.725  -0.7679
C  2.481  -6.400  0.823  0.7229
O  2.350  -7.509  1.316  -0.6261
N  2.254  -6.166  -0.602  0.1377
C  1.686  -7.367  -1.263  -0.8197
C  1.342  -5.021  -0.655  -0.1221
C  -0.016  -5.079  -0.144  -0.2812
C  -0.922  -3.857  -0.190  -0.7352
C  -0.452  -2.585  -0.761  -0.9092
C  0.946  -2.505  -1.293  0.5741
N  1.647  -1.461  -1.878  -0.3129
S  3.158  -2.049  -2.293  0.0875
N  3.127  -3.635  -1.759  -0.5745
C  1.844  -3.735  -1.244  0.6438
H  3.627  -4.489  1.237  0.3142
H  1.936  -4.535  1.923  0.2243
H  3.272  -5.517  2.708  0.1871
H  0.666  -7.662  -0.892  0.3108
H  1.574  -7.143  -2.368  0.3005
H  2.401  -8.227  -1.163  0.3252
H  -0.425  -6.018  0.318  0.3693
H  -1.956  -3.975  0.232  0.3345
H  -1.124  -1.696  -0.815  0.4953
N  2.513  1.930  1.096  -0.5149
C  3.106  3.128  1.044  -0.3110
C  3.239  3.873  -0.117  -0.3701
C  2.733  3.347  -1.296  -0.3494
C  2.115  2.106  -1.269  -0.3261
C  2.030  1.443  -0.055  -0.5652
H  3.489  3.496  1.990  0.4232
H  3.727  4.839  -0.100  0.4268
H  2.818  3.898  -2.225  0.3880
H  1.708  1.663  -2.169  0.4632
H  1.552  0.472  0.018  0.7047
N  0.549  -4.455  -5.157  -0.2130
C  0.283  -4.493  -6.469  -0.3310
C  0.969  -3.751  -7.417  -0.3819
C  1.988  -2.917  -6.984  -0.4392
C  2.281  -2.857  -5.631  -0.4309
C  1.538  -3.643  -4.764  0.0774
H  -0.524  -5.158  -6.758  0.3845
H  0.712  -3.824  -8.466  0.3729
H  2.547  -2.319  -7.695  0.3753
H  3.069  -2.217  -5.257  0.3134
H  1.731  -3.635  -3.698  0.3864
N  0.902  -8.030  6.279  -0.5675
C  1.874  -7.610  7.097  -0.2371
C  3.123  -7.194  6.662  -0.3543
C  3.384  -7.216  5.301  -0.3617
C  2.394  -7.648  4.431  -0.2412
C  1.178  -8.040  4.969  -0.3131
H  1.624  -7.614  8.153  0.3437
H  3.871  -6.862  7.371  0.3539
H  4.349  -6.899  4.921  0.4158
H  2.561  -7.679  3.359  0.5893
H  0.371  -8.382  4.329  0.3957
N  -3.316  -4.846  -2.155  -0.2645
C  -3.114  -4.566  -3.448  -0.1774
C  -4.123  -4.194  -4.323  -0.5197
C  -5.417  -4.110  -3.835  -0.2512
C  -5.653  -4.397  -2.500  -0.4830
C  -4.574  -4.756  -1.707  -0.2002
H  -2.085  -4.649  -3.784  0.4461
H  -3.900  -3.976  -5.360  0.3741
H  -6.233  -3.824  -4.488  0.3588
H  -6.650  -4.343  -2.083  0.3605
H  -4.708  -4.986  -0.654  0.3591
N  -2.005  1.810  1.305  -0.5148
C  -3.053  1.898  2.132  -0.3061
C  -3.018  2.555  3.353  -0.3675
C  -1.829  3.151  3.743  -0.4863
C  -0.729  3.072  2.905  -0.1956
C  -0.869  2.396  1.705  0.0015
H  -3.959  1.414  1.785  0.3589
H  -3.899  2.597  3.981  0.3684
H  -1.761  3.673  4.690  0.4043
H  0.214  3.525  3.177  0.3896
H  -0.037  2.310  1.014  0.3456
N  -0.624  6.243  3.184  -0.1845
C  0.271  6.665  2.283  -0.0240
C  0.339  7.967  1.813  -0.7599
C  -0.575  8.887  2.301  0.0024
C  -1.513  8.476  3.234  -0.5580
C  -1.494  7.151  3.641  -0.1664
H  0.962  5.906  1.928  0.2947
H  1.087  8.252  1.084  0.3613
H  -0.556  9.916  1.957  0.3617
H  -2.243  9.167  3.636  0.3557
H  -2.207  6.782  4.372  0.3201
N  -1.025  12.226  0.105  -0.5036
C  -0.846  12.512  -1.191  -0.1994
C  -1.871  12.862  -2.055  -0.3801
C  -3.161  12.917  -1.553  -0.1570
C  -3.376  12.625  -0.216  -0.4931
C  -2.282  12.289  0.567  -0.0554
H  0.180  12.452  -1.539  0.3616
H  -1.665  13.085  -3.093  0.3464
H  -3.990  13.186  -2.196  0.3585
H  -4.370  12.658  0.211  0.3429
H  -2.401  12.055  1.620  0.3908

The HOMO energy is -8.751 eV. The value obtained for the gap between HOMO and LUMO is 7.765 eV. As for the LUMO energy: -0.987 eV.

***

The ion C13H30ClINO5P2 with charge -1 at a distorted geometry, computed with the ωB97M-V functional and the def2-TZVPD basis.

Last column: Mulliken charge in e.
Geometry (Å):
C  -3.656  1.201  -1.386  -1.0601
C  -3.691  -0.330  -1.507  -0.5648
C  -2.362  -0.971  -1.991  -0.5073
N  -1.791  -1.948  -1.082  -0.1648
P  -0.358  -1.627  -0.070  -0.3731
I  -1.758  -2.376  2.091  -0.3575
C  -0.952  0.160  0.303  -1.5948
C  -0.174  0.731  1.490  -0.5751
P  1.218  1.743  1.011  0.9452
O  2.428  1.008  0.617  -0.7772
O  1.508  2.736  2.251  -0.5059
C  1.917  2.066  3.445  -0.3476
C  0.771  1.937  4.450  -1.0816
O  0.649  2.732  -0.092  -0.4493
C  1.580  3.170  -1.103  0.0684
C  0.785  3.865  -2.207  -1.2402
C  0.160  -3.470  -0.254  -1.2228
O  0.948  -3.824  0.871  -0.1947
C  1.839  -4.859  0.597  -0.7915
C  0.747  -1.087  -1.591  -1.3139
C  2.217  -1.187  -1.419  0.4251
O  2.884  -1.888  -0.702  -0.4303
Cl  3.137  -0.127  -2.670  -0.3211
H  -4.641  1.627  -1.537  0.4012
H  -3.335  1.488  -0.391  0.1852
H  -2.957  1.632  -2.093  0.2615
H  -4.464  -0.557  -2.237  0.4397
H  -3.967  -0.783  -0.564  0.3337
H  -2.619  -1.501  -2.907  0.4831
H  -1.707  -0.160  -2.311  0.1081
H  -1.702  -2.830  -1.556  0.2585
H  0.763  -1.442  0.800  0.4434
H  -0.871  0.826  -0.545  0.8032
H  -1.980  0.071  0.626  0.5167
H  0.145  -0.053  2.170  0.3755
H  -0.853  1.371  2.054  0.5701
H  2.370  1.106  3.226  0.3225
H  2.694  2.684  3.882  0.4729
H  1.054  2.344  5.413  0.3310
H  0.501  0.900  4.614  0.3142
H  -0.089  2.473  4.072  0.2894
H  2.341  3.813  -0.678  0.4154
H  2.079  2.300  -1.510  0.0142
H  1.124  4.889  -2.318  0.3279
H  -0.267  3.829  -1.962  0.3100
H  0.948  3.364  -3.153  0.3186
H  0.777  -3.605  -1.143  0.5387
H  -0.700  -4.142  -0.279  0.5939
H  2.571  -4.577  -0.161  0.2675
H  1.319  -5.775  0.305  0.3046
H  2.384  -5.072  1.512  0.2496
H  0.518  -0.101  -1.977  0.4202
H  0.518  -1.775  -2.404  0.7646

The HOMO energy is -4.418 eV. The value obtained for the gap between HOMO and LUMO is 7.284 eV. As for the LUMO energy: 2.866 eV. The charge is -1.

***

A structure of composition C7H4EuO5 at a distorted geometry, computed with the ωB97M-V functional and the def2-TZVPD basis.

Last column: Mulliken charge in e.
Geometry (Å):
Eu  1.097  -0.169  0.418  1.3307
O  0.969  -3.631  1.559  0.0703
C  1.029  -2.563  1.214  0.0956
C  1.920  2.153  -0.120  0.0966
O  2.260  3.195  -0.370  0.0693
C  0.624  0.582  2.764  0.1078
O  0.350  0.925  3.797  0.0688
C  2.023  -0.965  -1.772  0.1051
O  2.378  -1.317  -2.777  0.0700
C  -3.661  -0.180  -1.109  -0.3281
H  -3.434  -1.036  -1.800  0.3395
H  -3.971  -0.443  -0.061  0.3418
C  -3.421  1.087  -1.467  -0.3123
H  -3.521  1.933  -0.733  0.3379
H  -2.984  1.340  -2.471  0.3359
O  4.721  -0.508  1.652  -0.0273
C  3.620  -0.405  1.277  0.2984

The HOMO energy (alpha / beta) is -22.868 / -18.731 eV. The value obtained for the gap between HOMO and LUMO (alpha / beta) is 9.772 / 3.043 eV. As for the LUMO energy (alpha / beta): -13.096 / -15.688 eV. The charge is +3. Its multiplicity is 7.

***

A cluster of 4 separate species, C17H44N2O8P in total at a distorted geometry, computed with the ωB97M-V functional and the def2-TZVPD basis.

Last column: Mulliken charge in e.
Geometry (Å):
N  2.656  0.092  -1.480  -0.6726
P  1.901  -1.219  -0.980  1.2572
O  1.677  -2.199  -2.322  -0.5030
O  2.875  -1.989  0.119  -0.4822
C  0.261  -0.681  -0.258  -0.1778
C  -0.514  -1.763  0.584  -0.6599
C  -2.013  -1.964  0.137  -0.5799
C  -2.788  -0.623  -0.126  -0.3092
C  -1.868  0.394  -0.896  -0.2309
N  -0.603  -0.221  -1.378  -0.2026
H  2.080  0.909  -1.279  0.1881
H  0.952  -2.810  -2.130  0.3351
H  2.571  -1.690  0.985  0.3254
H  0.454  0.186  0.393  -0.4094
H  0.036  -2.718  0.552  0.3243
H  -0.538  -1.389  1.623  0.4052
H  -2.096  -2.552  -0.797  0.1545
H  -2.495  -2.506  0.965  0.4599
H  -3.149  -0.156  0.804  0.3566
H  -3.639  -0.831  -0.795  0.1665
H  -2.378  0.830  -1.770  0.4832
H  -1.574  1.238  -0.228  -0.1850
H  -0.744  -0.996  -2.032  0.4425
H  -0.070  0.476  -1.916  0.5144
C  0.741  3.427  1.255  -0.5540
O  -0.652  3.576  1.026  -0.4040
C  -1.444  2.917  2.008  -0.0063
C  -1.994  3.892  3.033  -0.8550
O  -0.955  4.447  3.820  -0.3848
C  -0.599  5.763  3.418  -0.6931
H  1.266  4.134  0.614  0.2647
H  1.005  3.634  2.293  0.3449
H  1.061  2.410  0.990  0.1198
H  -0.870  2.121  2.498  0.3124
H  -2.284  2.452  1.478  0.1901
H  -2.658  3.351  3.712  0.3992
H  -2.578  4.678  2.546  0.3890
H  -1.371  6.472  3.732  0.3326
H  -0.459  5.834  2.337  0.2998
H  0.336  6.025  3.909  0.2451
C  -4.658  -3.906  -1.467  -0.9482
O  -5.059  -3.331  -0.233  -0.1602
C  -6.465  -3.086  -0.183  -0.5716
C  -7.187  -4.150  0.623  -0.5801
O  -7.131  -5.413  -0.024  -0.3777
C  -6.160  -6.280  0.542  -0.6330
H  -3.637  -4.275  -1.354  0.2588
H  -5.298  -4.741  -1.755  0.4612
H  -4.671  -3.144  -2.255  0.3057
H  -6.882  -3.014  -1.191  0.3934
H  -6.604  -2.118  0.309  0.3398
H  -8.242  -3.876  0.700  0.3910
H  -6.780  -4.213  1.636  0.3348
H  -6.513  -6.660  1.505  0.3337
H  -5.199  -5.778  0.680  0.2122
H  -6.021  -7.120  -0.136  0.2439
C  6.899  3.144  -0.153  -0.6872
O  7.015  3.202  -1.564  -0.3719
C  8.254  2.681  -2.032  -0.4894
C  8.092  1.275  -2.581  -0.4709
O  7.752  0.352  -1.555  -0.3995
C  6.371  0.032  -1.545  -0.8036
H  5.858  3.339  0.107  0.1987
H  7.178  2.162  0.236  0.3168
H  7.525  3.914  0.307  0.3314
H  9.008  2.702  -1.240  0.3213
H  8.593  3.337  -2.839  0.3659
H  9.048  0.949  -3.002  0.3873
H  7.347  1.256  -3.383  0.3110
H  6.134  -0.634  -2.382  0.3651
H  5.747  0.926  -1.604  0.3750
H  6.149  -0.486  -0.613  0.2455

The HOMO energy is -10.530 eV. The value obtained for the gap between HOMO and LUMO is 7.041 eV. As for the LUMO energy: -3.489 eV. The charge is +1.